No. 1
The following is a quantum chemistry calculation of C2H5N5 as an isolated structure at a distorted geometry, from the Open Molecules 2025 dataset.

```
12
Properties=species:S:1:pos:R:3:mulliken_charge:R:1
C -1.90 -0.53 -0.07 -0.767
C 0.49 0.17 0.10 0.496
H -1.46 -1.14 -0.83 0.400
H -2.82 0.18 -0.21 0.278
H -2.04 -0.84 1.31 0.232
H -0.78 1.14 -0.73 0.254
H 1.72 1.84 0.35 0.212
N -0.81 0.38 0.06 -0.331
N 1.00 -1.10 0.03 -0.199
N 2.31 -1.12 0.04 -0.306
N 2.71 0.08 -0.11 -0.264
N 1.58 0.95 0.06 -0.005
```

- maximum force (eV/A) = 7.523
- relative energy (zero: lowest compared OMol25 entry of this formula, charge and spin) (eV) = 5.032
- frontier orbital gap (Eh) = 0.35121
- calculated total energy (eV) = -9600.989
- LUMO (eV) = 0.47

***

No. 2
The following is a quantum chemistry calculation of the molecule C2H5N5O at a distorted geometry, from the Open Molecules 2025 dataset.

```
13
Properties=species:S:1:pos:R:3:mulliken_charge:R:1
H 0.95 -2.40 1.09 0.273
N 0.00 -2.07 1.09 -0.705
C -0.08 -0.98 0.49 0.368
N -1.20 -0.19 0.29 -0.102
C -0.82 0.98 -0.40 0.433
O -1.78 1.86 -0.64 -0.457
N 0.43 0.98 -0.70 -0.762
N 0.91 -0.23 -0.14 0.704
N 2.26 -0.41 0.00 -0.712
H -2.12 -0.34 0.62 0.165
H -1.39 2.62 -1.06 0.378
H 2.70 -0.30 0.88 0.197
H 2.68 -1.05 -0.67 0.218
```

- maximum force (eV/A) = 2.772
- SMILES string = [H]/N=c1/[nH]c(O)nn1N
- relative energy (zero: lowest compared OMol25 entry of this formula, charge and spin) (eV) = 0.912
- frontier orbital gap (Eh) = 0.31871
- calculated total energy (eV) = -11651.633
- LUMO (eV) = 0.62

***

No. 3
The following is a quantum chemistry calculation of a 2-piece molecular cluster, C2H5NO overall at a distorted geometry, from the Open Molecules 2025 dataset.

```
9
Properties=species:S:1:pos:R:3:mulliken_charge:R:1
N 1.84 1.64 0.56 -0.431
C 2.07 0.59 0.04 0.485
O 2.54 -0.40 -0.24 -0.353
H 1.06 2.36 0.39 0.302
C -1.53 -0.88 -0.17 -1.022
H -1.24 -1.34 0.82 0.238
H -1.37 0.16 0.07 0.219
H -0.85 -1.12 -0.94 0.254
H -2.51 -1.01 -0.54 0.308
```

- maximum force (eV/A) = 4.955
- SMILES string = N=C=O.C
- relative energy (zero: lowest compared OMol25 entry of this formula, charge and spin) (eV) = 1.077
- frontier orbital gap (Eh) = 0.43112
- calculated total energy (eV) = -5692.153
- LUMO (eV) = 0.67

***

No. 4
The following is a quantum chemistry calculation of the molecule C2H5NO at a distorted geometry, from the Open Molecules 2025 dataset.

```
9
Properties=species:S:1:pos:R:3:mulliken_charge:R:1
C 0.84 0.64 -0.37 -0.832
C 0.44 -0.93 0.37 0.444
N -0.90 -1.35 0.41 -0.422
O 1.35 -1.64 0.60 -0.505
H 1.43 1.17 0.45 0.240
H 1.58 0.40 -1.22 0.231
H -0.01 1.01 -0.73 0.376
H -1.60 -0.66 0.57 0.219
H -1.03 -2.35 0.73 0.250
```

- maximum force (eV/A) = 6.964
- SMILES string = CC(N)=O
- relative energy (zero: lowest compared OMol25 entry of this formula, charge and spin) (eV) = 1.203
- frontier orbital gap (Eh) = 0.38519
- calculated total energy (eV) = -5692.027
- LUMO (eV) = 0.89